Record 1
Formula: C7H11NO
Source: the Open Molecules 2025 dataset
Level of theory: ωB97M-V/def2-TZVPD

```
20
C7H11NO ωB97M-V/def2-TZVPD
O -3.1576 -0.5232 -0.3758
N -1.2457 0.9137 -0.5321
C 0.0677 1.2902 -0.5182
C -1.9074 -0.3068 -0.4954
C -0.9457 -1.4965 -0.2017
C 1.0113 0.2226 0.2886
C -1.0170 1.9131 0.3932
C 0.1268 -0.8443 0.9322
C 1.9780 -0.2974 -0.6995
H -0.8571 1.1261 1.2554
H 1.2337 -0.4572 -1.7694
H -0.5464 -0.4426 1.7432
H -1.9120 3.0457 0.7951
H 0.9461 -1.5505 1.3593
H 0.6387 1.7950 -1.3679
H 2.8057 0.5337 -0.8511
H 2.8351 -1.3188 -0.7657
H -1.3800 -2.2890 0.5387
H 1.4071 0.7225 1.1449
H -0.0814 -2.0365 -0.8738
```

Properties
Calculated total energy   -10967.363 eV
HOMO level   -9.24 eV
Gap between HOMO and LUMO   10.03 eV
Relative energy (zero: lowest compared OMol25 entry of this formula, charge and spin)   182.48 kcal per mole
Largest force on an atom   5.97 eV/A

Quick look at the natural (NBO) charges, all values in e: -0.5560, -0.4987, -0.0158, 0.6764, -0.5403, -0.3115, -0.2083, -0.3944, -0.6427, 0.1841, 0.2077, 0.2046, 0.2276, 0.2359, 0.2299, 0.2298, 0.2462, 0.2524, 0.2215, 0.2515

Record 2
Formula: C7H11NO4
Source: the Open Molecules 2025 dataset
Level of theory: ωB97M-V/def2-TZVPD

```
23
C7H11NO4 ωB97M-V/def2-TZVPD
O -1.1684 -2.4013 -0.9032
O -3.1783 1.4316 0.0564
O -1.7693 0.9760 -1.6116
O 0.6571 -0.7843 1.5568
N -2.0507 -0.2993 1.7265
C -0.9121 -1.4830 -0.1929
C 1.0508 0.0401 -0.7605
C -2.1739 0.7355 -0.5011
C 0.2161 -0.6845 0.2677
C -1.6064 -0.2917 0.3829
C 2.1945 -0.8701 -1.2178
C 1.5795 1.3569 -0.1883
H 2.7792 -1.2163 -0.3674
H 1.7991 -1.7354 -1.7446
H 0.7705 1.9193 0.2766
H -3.4084 1.0452 0.9202
H 0.3999 0.2572 -1.6120
H -1.5723 0.3767 2.3191
H 1.1620 0.0115 1.7787
H 1.9910 1.9653 -0.9874
H 2.8498 -0.3217 -1.8890
H 2.3742 1.1865 0.5395
H -1.9840 -1.2142 2.1513
```

Properties
Calculated total energy   -17115.877 eV
SMILES string   CC(C)[C@]1(O)C(=O)[C@]1(N)C(=O)O
HOMO level   -8.89 eV
Gap between HOMO and LUMO   8.94 eV
Relative energy (zero: lowest compared OMol25 entry of this formula, charge and spin)   30.30 kcal per mole
Largest force on an atom   1.46 eV/A

Quick look at the natural (NBO) charges, all values in e: -0.4431, -0.6722, -0.5941, -0.6697, -0.8204, 0.5557, -0.2835, 0.7558, 0.2540, -0.1666, -0.6005, -0.6204, 0.2043, 0.2257, 0.2144, 0.5039, 0.2662, 0.3730, 0.4858, 0.2350, 0.2138, 0.1926, 0.3904

Record 3
Formula: C7H11NO5P
Source: the Open Molecules 2025 dataset
Level of theory: ωB97M-V/def2-TZVPD

```
25
C7H11NO5P ωB97M-V/def2-TZVPD
P -0.7312 -2.3953 0.1746
O -1.6572 -2.0859 -2.2643
O 1.8167 1.7387 -1.0048
O -1.3478 1.6028 1.7456
O 1.5370 -2.0059 0.3701
O -0.7040 -0.2017 -2.9755
N 0.5837 -0.0592 -0.3931
C -1.7775 0.5077 1.6041
C 2.6259 -0.0388 1.0244
C -0.6533 -0.7626 -0.7009
C -0.5536 1.9595 -1.1405
C 0.7129 1.2963 -0.8085
C -0.9808 -0.9562 -2.0246
C 1.5939 -0.7828 0.2609
H 3.5674 -0.2701 0.5637
H -0.8480 -2.0936 1.6411
H 2.5200 -0.5808 2.0416
H -1.3921 -0.3983 2.2304
H -0.2313 2.8314 -1.6982
H -2.1444 -2.5987 0.1182
H -1.0359 1.3315 -1.8722
H -1.8014 -1.8762 -3.2185
H -2.7736 0.3359 1.0894
H 2.6678 1.0088 1.1320
H -1.0189 2.1904 -0.2058
```

Properties
Calculated total energy   -28449.684 eV
⟨S²⟩   2.010
Net charge   -1
HOMO level (alpha / beta)   0.09 / -3.97 eV
Spin multiplicity   3
Gap between HOMO and LUMO (alpha / beta)   3.14 / 5.33 eV
Largest force on an atom   6.72 eV/A

Quick look at the natural (NBO) charges, all values in e: 0.4261, -0.6779, -0.5970, -0.7399, -0.6136, -0.6749, -0.5369, -0.1581, -0.6993, -0.0887, -0.7705, 0.7641, 0.5951, 0.7311, 0.2337, 0.0091, 0.2385, 0.0217, 0.2170, -0.0470, 0.2700, 0.4948, 0.0562, 0.2491, 0.2972

Record 4
Formula: C7H11NaO6
Source: the Open Molecules 2025 dataset
Level of theory: ωB97M-V/def2-TZVPD

```
25
C7H11NaO6 ωB97M-V/def2-TZVPD
Na 3.7674 0.8004 1.9511
O 0.5106 0.3944 -1.3197
O 2.0236 -0.2393 0.2168
O -1.5984 2.0894 -2.1939
O -2.4339 0.9062 -0.4511
O -3.2476 0.7709 -2.5483
O 1.2978 -1.5940 -1.4045
C -4.2112 -0.2282 -2.1689
C 1.3338 -0.4593 -0.7675
C -0.4673 2.5445 -1.5729
C -2.4387 1.2154 -1.6147
C -4.9289 -0.6831 -3.4158
C 0.3005 1.6621 -0.6701
C 2.1188 -2.6604 -0.9159
H 3.1744 -2.3688 -0.9580
H 1.9272 -3.5037 -1.5829
H -0.1644 1.4930 0.3074
H -5.6820 -1.4324 -3.1383
H -3.6797 -1.0570 -1.6831
H -5.4408 0.1554 -3.9062
H 0.0019 3.3318 -2.1577
H 1.2342 2.3054 -0.6393
H -4.9017 0.2194 -1.4413
H -4.2286 -1.1419 -4.1265
H 1.8334 -2.9084 0.1129
```

Properties
Calculated total energy   -24132.023 eV
⟨S²⟩   0.753
Net charge   +1
HOMO level (alpha / beta)   -10.96 / -13.29 eV
Spin multiplicity   2
Gap between HOMO and LUMO (alpha / beta)   6.18 / 8.52 eV
Largest force on an atom   2.05 eV/A

Quick look at the natural (NBO) charges, all values in e: 0.9987, -0.4745, -0.7831, -0.4749, -0.6361, -0.4840, -0.4607, -0.0687, 1.0245, 0.1630, 0.9916, -0.6286, -0.1839, -0.2584, 0.1886, 0.2217, 0.2347, 0.2264, 0.1907, 0.2232, 0.1877, 0.1919, 0.1946, 0.2188, 0.1969

Record 5
Formula: C7H11O
Source: the Open Molecules 2025 dataset
Level of theory: ωB97M-V/def2-TZVPD

```
19
C7H11O ωB97M-V/def2-TZVPD
O 2.1186 0.7439 -0.2055
C -1.7036 -0.4870 3.2295
C -1.0032 0.1762 2.3183
C 2.1552 0.3758 -1.4902
C -0.4592 0.1657 -1.5368
C -0.5477 0.5365 -0.0692
C 0.8816 -0.4989 -1.8340
C -1.0303 -0.2219 0.9028
H -2.3004 -1.3247 2.8977
H 2.1410 1.2446 -2.1681
H -1.6330 -0.3203 4.3018
H -0.4866 1.1106 2.5069
H -1.2986 -1.2610 0.7150
H 2.9869 -0.2679 -1.7998
H -0.1703 1.5320 0.1413
H -0.4670 1.1147 -2.0731
H 1.0633 -0.7819 -2.8655
H 1.0322 -1.3427 -1.1589
H -1.2788 -0.4937 -1.8121
```

Properties
Calculated total energy   -9481.244 eV
⟨S²⟩   0.756
HOMO level (alpha / beta)   -8.61 / -8.66 eV
Spin multiplicity   2
Gap between HOMO and LUMO (alpha / beta)   9.65 / 7.21 eV
Relative energy (zero: lowest compared OMol25 entry of this formula, charge and spin)   0.00 kcal per mole
Largest force on an atom   1.46 eV/A

Quick look at the natural (NBO) charges, all values in e: -0.3031, -0.3819, -0.2020, -0.1100, -0.4517, -0.1430, -0.3564, -0.2348, 0.1864, 0.1526, 0.2024, 0.2049, 0.1949, 0.1738, 0.2082, 0.2105, 0.2164, 0.2092, 0.2235

Record 6
Formula: C7H11O2P
Source: the Open Molecules 2025 dataset
Level of theory: ωB97M-V/def2-TZVPD

```
21
C7H11O2P ωB97M-V/def2-TZVPD
P -1.6268 -0.5554 -0.0848
O -0.3194 0.1703 0.6029
O -1.4758 -1.9556 -0.4308
C 1.9378 1.6111 -0.0918
C 3.3321 -0.3998 0.0161
C -1.8970 0.4089 -1.5651
C -2.9927 -0.2152 1.1033
C 2.0897 0.3080 0.0810
C 4.3990 -0.9397 -0.0118
C 0.9640 -0.5072 0.6600
H -3.0728 -1.0184 1.6857
H 5.2578 -1.4712 -0.2229
H 0.6620 -1.4020 0.1693
H -2.6840 0.6548 1.8051
H 2.9165 2.2125 -0.3602
H -1.0024 0.5625 -1.9602
H -3.8337 -0.0388 0.4300
H 0.9340 2.0127 -0.0801
H 1.3003 -0.5625 1.7141
H -2.4901 -0.2722 -2.0077
H -2.3985 1.3971 -1.4519
```

Properties
Calculated total energy   -20819.014 eV
SMILES string   C#CC(=C)COP(C)(C)=O
HOMO level   -9.41 eV
Gap between HOMO and LUMO   10.17 eV
Relative energy (zero: lowest compared OMol25 entry of this formula, charge and spin)   8.10 kcal per mole
Largest force on an atom   5.17 eV/A

Quick look at the natural (NBO) charges, all values in e: 2.1677, -0.8335, -1.0990, -0.3495, -0.0406, -1.0047, -0.9861, -0.1313, -0.1843, -0.0821, 0.2369, 0.2273, 0.2283, 0.2524, 0.2177, 0.2408, 0.2379, 0.2239, 0.1997, 0.2395, 0.2390

Record 7
Formula: C7H11O7S
Source: the Open Molecules 2025 dataset
Level of theory: ωB97M-V/def2-TZVPD

```
26
C7H11O7S ωB97M-V/def2-TZVPD
S -1.6267 -1.9876 -0.1109
O -1.5001 3.0368 0.4146
O 1.6788 -0.8817 1.2831
O -1.4544 -0.2699 -2.0387
O -0.0772 -1.8469 0.1855
O -2.7310 2.1772 -1.2547
O -2.3106 -2.1280 1.1475
O -1.7486 -3.0165 -1.0960
C 2.5482 -0.7217 0.1627
C -2.0596 -0.3751 -0.7758
C -1.5947 0.6911 0.2176
C 0.3257 -0.7156 1.0330
C -0.0743 0.5972 0.4023
C 3.2079 0.6595 0.1336
C -1.9820 2.1327 -0.2598
H 3.3099 -1.4982 0.2636
H -1.3016 0.6756 -2.1770
H -3.1477 -0.3984 -0.8871
H 2.0122 -0.9338 -0.7659
H 4.2574 0.5859 -0.1559
H -0.1751 -0.8440 1.9960
H 2.6968 1.3381 -0.5521
H -2.0497 0.4760 1.1895
H 0.4317 0.7400 -0.5565
H 0.2303 1.4005 1.0751
H 3.1342 1.1069 1.1264
```

Properties
Calculated total energy   -32606.922 eV
SMILES string   CCO[C@H]1C[C@@H](C(=O)[O-])[C@@H](O)S(=O)(=O)O1
Net charge   -1
HOMO level   -5.23 eV
Gap between HOMO and LUMO   8.36 eV
Largest force on an atom   1.08 eV/A

Quick look at the natural (NBO) charges, all values in e: 2.3652, -0.7478, -0.5224, -0.7212, -0.7403, -0.7795, -0.9662, -0.9281, -0.0805, -0.1460, -0.3805, 0.3829, -0.4686, -0.6443, 0.7663, 0.1781, 0.4959, 0.2232, 0.1924, 0.2020, 0.1842, 0.2130, 0.2324, 0.2087, 0.2582, 0.2225

Record 8
Formula: C7H11P
Source: the Open Molecules 2025 dataset
Level of theory: ωB97M-V/def2-TZVPD

```
19
C7H11P ωB97M-V/def2-TZVPD
P -1.8078 -0.0109 0.8121
C 0.5949 0.3207 2.1333
C -0.0153 0.1434 0.7598
C -2.0643 -1.8824 0.9679
C 0.5370 -1.3943 -2.0350
C -2.1353 -1.2883 2.1173
C 0.6522 0.4133 -0.4255
C 0.1714 0.0755 -1.8334
H -0.8962 0.2325 -1.7841
H -2.3850 -1.6346 3.1975
H 1.6811 0.8956 -0.3195
H 0.1403 -2.0905 -1.2448
H 1.6410 -1.3534 -1.9415
H 1.5550 0.6781 1.9807
H 0.6283 -0.6573 2.6141
H 0.1622 -1.7703 -2.9329
H 0.0355 1.0707 2.6600
H 0.8119 0.6957 -2.5762
H -1.8512 -2.7169 0.3611
```

Properties
Calculated total energy   -16722.352 eV
SMILES string   CC/C=C(/C)P1C=C1
HOMO level   -8.57 eV
Gap between HOMO and LUMO   9.70 eV
Relative energy (zero: lowest compared OMol25 entry of this formula, charge and spin)   43.50 kcal per mole
Largest force on an atom   2.38 eV/A

Quick look at the natural (NBO) charges, all values in e: 0.6549, -0.6339, -0.3541, -0.3893, -0.5909, -0.4434, -0.1506, -0.4478, 0.2173, 0.2422, 0.1916, 0.2013, 0.2061, 0.2089, 0.2199, 0.2064, 0.2137, 0.2149, 0.2328